ORCA calculation (ωB97M-V/def2-TZVPD) on a cluster of 3 separate species, CH8N2O2 in total.

Each line ends with the Mulliken charge.
Element x y z (Å)
O: -5.051567 -2.909849 -0.501041  -0.640
H: 4.480352 1.296509 0.301359  0.199
H: -5.566479 -3.688257 -0.259722  0.323
C: 2.754240 0.615179 0.665089  0.131
N: 3.915929 0.910487 1.062476  -0.579
H: 1.223461 0.640072 -0.686026  0.253
O: -1.063450 1.387366 0.042339  -0.654
H: -1.300228 0.468739 0.227654  0.323
N: 2.224422 0.727562 -0.602790  -0.490
H: -4.620613 -2.650675 0.326007  0.317
H: -1.646775 1.616042 -0.694477  0.326
H: 2.619580 1.409719 -1.228474  0.206
H: 2.031124 0.177109 1.347610  0.286

Cartesian forces, eV/Å:
0.10 -0.01 0.37
-0.06 -0.02 0.09
0.02 0.06 -0.09
-0.39 -0.02 -0.44
0.27 0.09 0.10
0.01 0.16 0.12
-0.17 -0.35 -0.29
0.05 0.17 0.10
-0.12 -0.02 -0.11
-0.13 -0.05 -0.27
0.15 0.10 0.15
0.15 -0.03 0.00
0.11 -0.08 0.27

Output
2S+1: 1
SMILES string: [H]/N=C\N.O.O
Orbital gap (eV): 9.5
Total charge: 0
F_max (eV/Å): 0.59
E (Eh): -302.8750
ΔE to the lowest compared entry with this formula, charge and spin (kJ/mol): 58.71
Highest occupied orbital energy (eV): -9.2
Lowest unoccupied orbital energy (eV): 0.28